# 1
Below is a structure of composition C28H31Br4N3O5STeV, with properties calculated with ωB97M-V/def2-TZVPD.

Geometry as XYZ:
```
74
Properties=species:S:1:pos:R:3:forces:R:3:lowdin_charge:R:1
C -2.92640 -0.96876 -0.03751 -0.6 0.1 0.1 -0.558
H 0.88818 1.22645 2.63675 0.0 0.0 0.0 0.116
H -2.16751 0.98350 4.15201 0.0 0.0 0.0 0.093
C 0.80382 -2.35372 0.66200 0.0 0.1 0.0 -0.066
O -5.33457 1.48866 -0.00753 0.0 -0.1 0.0 -0.285
C -0.65871 2.30052 -4.12385 0.0 0.0 0.0 -0.743
H -1.06512 2.92456 3.08029 0.0 0.0 0.0 0.097
C -0.54980 0.11178 -2.40482 0.0 0.1 -0.1 -0.377
Te 3.14957 -1.54453 -2.72573 0.1 0.0 -0.1 0.659
C -4.77319 -1.25768 -3.81730 0.0 0.0 0.0 -0.058
Br -0.64929 -1.87741 -4.37056 0.0 0.0 0.0 0.770
H 5.94045 -0.45624 -1.58088 0.0 0.0 0.0 0.051
C 7.58117 -5.80533 -0.70440 0.0 0.0 0.0 -0.075
O -2.21837 -1.74162 0.69968 0.2 0.2 -0.1 -0.043
C -0.71066 1.00195 -4.63122 0.0 0.0 0.0 -0.739
C 2.85507 -4.77239 -1.98129 0.0 0.0 0.0 -0.123
C 6.55850 -4.81426 -1.19377 0.0 0.0 0.0 -0.301
C -4.24915 -0.13910 -1.80271 0.0 0.1 -0.1 -0.204
N 0.61801 -0.93978 1.07067 0.0 -0.1 0.0 -0.313
C 5.22996 -5.18119 -1.36744 0.0 0.0 0.0 -0.047
C -0.46061 1.42164 -1.89863 0.0 -0.1 -0.1 -0.373
C -4.85315 -0.10663 -3.04254 0.0 0.0 0.0 -0.022
H 0.01514 0.61328 4.03415 0.0 0.0 0.0 0.127
H 1.35059 -1.21844 3.03191 0.0 0.0 0.0 0.133
H -5.35623 0.78169 -3.39982 0.0 0.0 0.0 0.124
H 2.69052 -0.55496 1.24003 0.0 0.0 0.0 0.105
H 7.63214 -6.68325 -1.35332 0.0 0.0 0.0 0.070
C -1.19586 2.41819 2.11565 -0.1 0.0 0.0 -0.063
C -3.56548 -1.25131 -1.34546 0.1 -0.2 0.0 -0.135
H -4.02789 -3.25627 -3.99751 0.0 0.0 0.0 0.107
O -3.31460 2.24809 -1.19175 0.0 0.0 0.0 -0.275
N -1.16060 0.95809 2.29677 0.0 -0.2 -0.1 -0.301
N -3.15868 0.29705 0.42985 -0.3 0.2 -0.2 -0.114
Br -0.40712 4.21629 -1.96553 0.0 -0.1 0.0 0.773
V -1.11906 -0.05822 0.18984 1.1 -0.5 0.6 1.020
H 1.70747 0.87371 0.78994 0.0 0.0 0.0 0.081
H -2.15874 2.69881 1.69070 0.0 0.0 0.0 0.094
H 8.57549 -5.35726 -0.67285 0.0 0.0 0.0 0.064
O -0.57233 -0.82217 -1.46027 -0.5 0.3 0.0 -0.170
C 0.09897 0.54233 2.94345 0.0 0.0 0.0 -0.174
H 2.44249 -4.44446 -2.93609 0.0 0.0 0.0 0.034
C -0.52198 2.50680 -2.75160 0.2 0.1 0.2 -0.644
H -2.90769 -3.24583 -1.77241 0.0 0.0 0.0 0.130
H 1.64277 -2.78301 1.21989 0.0 0.0 0.0 0.102
H 2.03515 -0.39818 -0.39704 0.0 0.0 0.0 -0.025
Br -0.79031 3.79107 -5.27164 0.0 0.0 0.0 0.701
C -4.10076 -2.38640 -3.35885 0.0 0.0 0.0 -0.082
H 7.93532 -3.18871 -1.37777 0.0 0.0 0.0 0.100
C -2.29000 0.55267 3.15083 0.0 0.0 0.0 -0.082
C 4.61733 -2.94875 -2.09842 0.0 0.1 0.1 -0.582
C -0.64197 -0.09634 -3.77221 0.1 -0.1 0.0 -0.631
H -0.37147 -1.55487 2.79653 0.0 0.0 0.0 0.121
H -5.22222 -1.26986 -4.80176 0.0 0.0 0.0 0.108
H 4.93090 -6.20531 -1.15674 0.0 0.0 0.0 0.105
H 2.19875 -4.34956 -1.21470 0.0 0.0 0.0 0.051
H 1.03508 -2.38189 -0.40244 0.0 0.0 0.0 0.046
H 2.81491 -5.86228 -1.91505 0.0 0.0 0.0 0.064
H 6.14435 -0.88454 -3.25234 0.0 0.0 0.0 0.044
C 1.83570 -0.19675 0.65587 -0.1 0.0 0.0 -0.072
H -3.22256 0.89188 2.71479 0.0 0.0 0.0 0.077
H 7.34558 -6.16125 0.30215 0.0 0.0 0.0 0.070
O -0.36135 1.45995 -0.56468 -0.3 0.3 -0.3 -0.191
H -2.33150 -0.53357 3.22474 0.0 0.0 0.0 0.088
Br -0.89695 0.71063 -6.48483 0.0 0.0 0.0 0.703
H -0.10833 -2.91100 0.86427 0.0 0.0 0.0 0.086
C 6.90143 -3.50461 -1.49215 0.0 0.0 0.0 -0.045
C 0.43875 -0.87226 2.53052 0.0 0.0 0.0 -0.174
C 4.26713 -4.28233 -1.81333 0.0 0.0 0.0 -0.337
C 5.96329 -2.57577 -1.93976 0.0 0.0 0.0 -0.341
S -4.07960 1.17345 -0.62687 0.1 0.0 0.0 0.656
C -3.47877 -2.39494 -2.11775 0.0 0.0 0.0 -0.007
H 7.51134 -1.09732 -2.12624 0.0 0.0 0.0 0.061
C 6.42760 -1.17826 -2.24012 0.0 0.0 0.0 -0.137
H -0.41893 2.72731 1.42107 0.0 0.0 0.0 0.081
```
Positions in Å, forces in eV/Å.

Calculated values
Energy (Eh): -13532.4193
Maximum force (hartree/bohr): 0.027
Kohn-Sham gap (spin up / spin down) (eV): 4.91 / 4.90
Net charge: -1
LUMO energy (spin up / spin down) (eV): 1.80 / 1.79


# 2
Below is a structure of composition C28H31MgN10, with properties calculated with ωB97M-V/def2-TZVPD.

Geometry as XYZ:
```
70
Properties=species:S:1:pos:R:3:forces:R:3:nbo_charge:R:1
C -1.99305 -1.70058 -2.90549 0.0 0.0 0.0 -0.286
C 0.30559 1.95194 1.51460 0.1 -0.1 0.1 0.652
H 2.11170 -5.86147 -2.52118 0.0 0.0 0.0 0.222
C 1.12275 -2.69873 -1.75003 -0.1 -0.1 -0.1 0.241
C 2.19766 -4.82410 -2.22173 -0.1 0.0 0.0 -0.117
C -2.68901 -0.20547 -0.03192 -0.1 -0.1 0.0 -0.024
H -0.42640 2.23627 -0.33892 0.1 0.1 0.1 0.380
Mg 0.55811 -0.05310 -0.69659 0.0 -0.4 -0.1 1.751
C -1.82206 -3.30498 -1.12875 0.0 0.0 0.0 -0.277
N -3.65132 -1.52984 1.69812 0.0 0.0 0.0 -0.424
C 2.44921 -2.18783 -1.50047 0.1 0.0 0.0 0.041
H 0.80992 2.10488 4.73169 0.0 0.0 0.0 0.213
N 1.84655 1.59260 -1.59189 0.1 0.1 -0.1 -0.599
C -0.33371 3.74562 3.07053 0.0 0.0 0.0 -0.203
H -2.82318 0.42937 -0.89926 0.0 0.0 0.0 0.199
N -5.07442 -0.46325 0.22385 0.0 0.0 0.0 -0.782
C 3.12899 1.22654 -1.38343 0.0 0.1 0.0 0.323
H 4.35764 -4.94092 -2.03770 0.0 0.0 0.0 0.226
H -5.20982 -0.20876 -0.74025 0.0 0.0 0.0 0.395
N 2.45172 -0.86149 -1.29149 -0.3 0.3 0.2 -0.297
H -5.80053 -1.03397 0.62702 0.0 0.0 0.0 0.410
H -0.50717 3.75246 4.14642 0.0 0.0 0.0 0.219
H 2.21567 -0.64921 1.78115 0.0 0.0 0.0 0.204
C -1.64697 3.83311 2.31826 0.0 0.0 0.0 -0.418
H 0.71409 -0.07981 3.66026 0.0 0.0 0.0 0.208
N 0.35977 2.50225 2.74969 0.0 0.0 0.0 -0.427
H -2.28466 3.61799 0.26489 0.0 0.0 0.0 0.214
H 2.38553 0.18901 4.15525 0.0 0.0 0.0 0.235
H 0.58677 3.16802 -2.02837 0.0 0.0 0.0 0.186
C 2.58544 3.87024 -1.78238 0.0 0.0 0.0 -0.275
C 2.02956 0.39782 2.03149 0.0 0.0 0.0 -0.228
H -2.31065 3.02843 2.64117 0.0 0.0 0.0 0.219
H 4.69185 4.21944 -1.48445 0.0 0.0 0.0 0.234
N 1.00736 0.91736 1.12456 -0.1 0.0 -0.1 -0.787
H 2.19966 2.58628 3.76027 0.0 0.0 0.0 0.195
C 1.28321 1.98610 3.75619 0.0 0.0 0.0 -0.200
H -0.29696 -1.49355 1.75174 0.0 0.0 0.0 0.205
C -1.36075 3.70098 0.83764 0.0 0.0 0.0 -0.208
C 1.60164 0.53185 3.48038 0.0 0.0 0.0 -0.425
N 0.08472 -1.85735 -1.68566 0.2 0.0 0.2 -0.802
C -1.22598 -2.32335 -1.92198 -0.1 -0.1 0.0 0.240
C -1.30514 -1.26851 1.42893 0.0 0.0 0.1 -0.078
C -3.15546 -3.63955 -1.30814 0.0 0.0 0.0 -0.201
C -3.80666 -0.75579 0.63106 0.1 0.0 0.0 0.367
H 0.30250 4.60777 2.83845 0.0 0.0 0.0 0.194
H -4.95189 -3.28348 -2.43038 0.0 0.0 0.0 0.222
H -2.13732 4.78262 2.52722 0.0 0.0 0.0 0.237
C 1.06195 -4.07564 -2.13504 0.0 0.0 0.0 -0.298
H -1.24036 -3.79020 -0.35426 0.0 0.0 0.0 0.221
H -2.27892 -2.41341 2.95566 0.0 0.0 0.0 0.211
H 2.97780 0.92288 1.86511 0.0 0.0 0.0 0.197
C 3.61091 -2.99009 -1.62015 0.0 -0.1 0.0 -0.168
C 3.89639 3.48720 -1.51772 0.0 -0.1 0.0 -0.132
H 2.31927 4.89776 -1.98276 0.0 0.0 0.0 0.235
H 4.57132 -2.52798 -1.43537 0.0 0.0 0.0 0.233
H -1.52526 -0.95109 -3.53408 0.0 0.0 0.0 0.217
H 5.17263 1.78048 -1.15725 0.0 0.0 0.0 0.246
H 0.10699 -4.51680 -2.37983 0.0 0.0 0.0 0.230
H -3.60469 -4.39594 -0.67708 0.0 0.0 0.0 0.223
H -0.81929 4.58435 0.48084 0.0 0.0 0.0 0.189
C 3.49129 -4.30116 -1.95408 0.0 0.1 0.0 -0.264
N 3.48425 -0.13125 -1.31506 0.1 -0.1 -0.1 -0.262
C -3.32540 -2.04410 -3.08922 0.0 0.0 0.0 -0.198
C 1.61266 2.89260 -1.80558 0.0 0.0 0.0 0.062
C -3.91476 -3.01046 -2.28621 0.0 0.0 0.0 -0.243
N -1.46172 -0.47458 0.36183 0.1 0.3 -0.2 -0.496
C 4.17192 2.14980 -1.32703 -0.1 0.0 0.0 -0.234
H -3.89933 -1.56225 -3.87094 0.0 0.0 0.0 0.218
N -0.57698 2.49375 0.62029 -0.1 0.0 0.0 -0.603
C -2.40517 -1.77774 2.08752 0.1 0.0 0.0 0.041
```
Positions in Å, forces in eV/Å.

Calculated values
Energy (Eh): -1833.1699
Maximum force (hartree/bohr): 0.009
Kohn-Sham gap (eV): 6.09
Net charge: +1
LUMO energy (eV): -3.47


# 3
Below is a structure of composition C28H31N3O2, with properties calculated with ωB97M-V/def2-TZVPD.

Geometry as XYZ:
```
64
Properties=species:S:1:pos:R:3:forces:R:3:nbo_charge:R:1
H -0.40824 5.49466 -3.11821 0.2 0.0 -0.3 0.211
C 1.48919 -2.07125 -1.42937 0.3 0.9 1.3 0.784
H -2.85594 -0.94837 6.33067 -0.1 0.0 -0.1 0.188
N 0.98733 4.00687 -3.57294 -0.2 0.5 -0.1 -0.393
H 2.21981 0.35072 -1.44553 -0.3 0.1 0.0 0.238
H -1.21332 -4.08838 0.58444 0.3 0.1 0.1 0.219
C 2.14444 -1.90987 -3.59659 -0.2 0.1 -0.3 -0.075
H -1.80104 1.80875 -0.66351 0.2 0.0 0.0 0.223
H 0.82234 -0.84935 0.31065 -0.1 2.9 0.5 0.291
C -3.97718 1.44755 5.29172 0.0 -0.1 0.1 -0.396
C -3.17165 -0.94369 5.27882 -0.1 0.1 0.0 -0.192
C -0.63947 2.99300 -1.99036 0.3 0.2 -0.4 -0.321
H -0.55945 -2.06718 -0.72965 0.1 -0.4 -0.2 0.242
H -2.49453 2.63074 3.15139 0.3 -0.1 -0.1 0.212
C 1.66381 -2.20329 -4.98426 0.0 -0.2 -0.5 -0.629
C -2.05361 1.66930 2.89176 -0.1 -0.5 0.7 -0.305
H 2.84462 1.58345 -4.21096 0.0 0.1 0.3 0.221
C 0.74268 -3.09974 0.63482 0.0 0.6 1.0 -0.002
C -2.19566 -1.72560 4.37594 0.0 -0.7 0.5 -0.434
C 0.27716 5.21066 -3.92875 -0.1 0.0 -0.1 -0.402
H -1.34613 -2.09927 4.96249 -0.2 0.0 -0.2 0.227
H -3.67320 1.68258 6.32377 -0.1 0.1 -0.2 0.191
H 1.00160 6.02386 -4.09016 -0.2 -0.2 0.1 0.205
H 2.43624 -0.85646 -3.46133 0.0 -0.4 -0.1 0.178
H -4.18887 -1.35729 5.23453 0.1 0.1 0.0 0.183
C 0.57285 3.06373 -2.69133 0.0 -0.3 0.3 0.225
H -0.94937 2.41142 1.23294 0.0 -0.2 0.1 0.217
C 1.40082 1.05339 -1.61639 -0.1 0.5 0.2 -0.156
O 2.68431 -1.90526 -1.18786 -0.8 -0.2 -0.2 -0.662
H -5.02986 1.12375 5.31363 0.2 0.2 0.0 0.192
H -0.56677 -1.85231 2.05791 0.0 0.3 -0.1 0.217
C 1.56456 2.06612 -2.53474 -0.9 -0.3 0.5 -0.009
C -1.76170 -0.72381 3.36367 0.1 1.1 -0.4 -0.070
C 2.27256 3.68304 -4.16927 0.0 0.1 -0.1 -0.192
C 0.20303 0.98010 -0.82878 -0.5 0.3 -1.7 -0.180
C 0.04706 -4.81234 2.19387 0.2 0.6 -0.8 0.034
C -0.70643 0.24168 1.39360 -1.5 -0.1 1.3 -0.164
H 2.99549 -2.55592 -3.34490 -0.3 0.3 0.0 0.205
N -3.14878 0.40877 4.74301 -0.5 0.4 0.6 -0.400
C 0.05580 0.03048 0.21921 3.3 0.8 1.3 -0.031
H 3.62941 2.51599 -2.92558 -0.1 -0.1 -0.1 0.225
H -3.88914 2.35025 4.67546 -0.1 -0.2 0.3 0.210
H 2.17364 3.56244 -5.25895 0.0 0.0 0.2 0.187
H -0.68649 -5.54671 2.54159 0.3 0.2 0.0 0.189
H 1.64400 -3.28540 -5.13643 -0.2 0.1 -0.1 0.212
C 1.97518 -3.05388 1.32468 0.1 -1.0 0.7 -0.270
C 0.46236 -2.04840 -0.34935 -1.2 -3.4 -2.9 -0.501
C -2.34190 0.52962 3.66248 0.4 -0.2 -0.6 0.209
C 2.68782 2.37525 -3.46687 0.9 -0.1 -0.4 -0.449
N 1.20349 -4.73639 2.85554 0.1 -0.2 0.6 -0.454
H 2.35847 -1.79038 -5.71900 0.0 0.0 0.0 0.211
C -0.24563 -4.00837 1.08052 0.6 -0.2 0.5 -0.284
O 1.03307 -2.16943 -2.68795 0.9 0.2 0.0 -0.503
H 2.79960 -2.43007 0.97273 -0.5 -0.1 0.2 0.250
C -0.83263 1.92372 -1.13933 0.5 -0.7 0.3 -0.115
H -1.38876 3.76736 -2.13902 0.0 -0.3 0.1 0.215
C 2.14567 -3.88012 2.45338 -0.4 0.4 -1.3 0.041
C -1.21020 1.52713 1.80800 0.1 -1.0 -1.0 -0.160
H 3.09674 -3.83734 3.00098 -0.5 -0.2 -0.1 0.191
H -2.68846 -2.59406 3.92199 0.2 0.1 0.1 0.223
H 0.67026 -1.79432 -5.17851 0.1 0.0 0.1 0.217
H -0.30803 5.09176 -4.85786 0.1 0.0 0.2 0.193
H 2.98855 4.49861 -3.99850 -0.1 -0.1 0.0 0.190
C -0.96155 -0.86253 2.26602 -0.1 0.2 -0.2 -0.118
```
Positions in Å, forces in eV/Å.

Calculated values
Energy (Eh): -1400.1664
Maximum force (hartree/bohr): 0.090
Kohn-Sham gap (eV): 5.18
Net charge: 0
LUMO energy (eV): -0.57


The lowest net charge belongs to which entry?
C28H31Br4N3O5STeV


The highest energy belongs to which entry?
C28H31N3O2